# 1
66
Properties=species:S:1:pos:R:3:forces:R:3 method="wB97M-V/def2-TZVPD" total_charge=+1 orbital_gap_ev=7.473
Ga -0.27991 0.63999 -0.38296 -0.039 0.210 -0.021
N -1.75076 4.62744 0.62550 -0.035 0.033 0.027
C -1.17338 3.42673 0.48216 -0.046 -0.176 -0.081
S -1.84145 2.38328 -0.73283 0.139 -0.081 -0.033
N -0.13351 3.18988 1.26235 0.034 0.375 0.260
N 0.40611 1.98228 1.09830 0.043 -0.386 -0.106
C 1.44559 1.63834 1.75839 -0.094 0.249 0.049
C 1.98313 0.30997 1.50688 0.150 -0.274 -0.025
C 3.14241 -0.14743 2.11757 -0.090 0.109 0.042
C 3.59057 -1.42470 1.83508 -0.021 -0.078 -0.061
C 2.86159 -2.21727 0.96110 0.047 0.031 0.080
C 1.71372 -1.69439 0.39622 -0.059 -0.071 -0.066
N 1.28771 -0.46137 0.65259 0.025 0.185 0.031
H -2.59319 4.83859 0.12282 0.002 0.037 -0.010
H -1.44217 5.23651 1.36524 0.023 -0.027 0.004
H 1.92519 2.31154 2.46085 -0.032 0.022 -0.002
H 3.66891 0.49719 2.80822 0.022 -0.007 -0.017
H 4.49561 -1.80126 2.29192 -0.011 0.002 0.022
H 3.16913 -3.22575 0.72639 -0.009 0.000 -0.004
H 1.09374 -2.27029 -0.27864 0.016 0.041 -0.015
C 0.36831 -3.58879 -3.02966 -0.034 -0.137 0.027
N 0.32457 -2.25743 -3.60132 -0.053 0.167 -0.011
C 0.84074 -1.90020 -4.82956 0.056 0.012 0.012
C 0.48704 -0.61384 -5.03666 0.073 0.013 0.029
N -0.24531 -0.18337 -3.95382 -0.273 -0.119 -0.160
B -1.07164 1.14315 -3.94904 0.070 -0.030 0.080
N -0.14259 2.37685 -3.67451 0.127 0.022 0.009
C -0.38463 3.60663 -4.24074 0.003 0.030 0.010
C 0.45865 4.50540 -3.68394 -0.049 0.037 0.002
N 1.22053 3.81618 -2.76785 -0.068 -0.109 -0.091
C 2.22088 4.39840 -1.89339 0.091 0.053 0.125
C 0.83462 2.52153 -2.77506 -0.037 0.067 0.010
S 1.56430 1.30180 -1.78675 -0.153 -0.146 0.023
C -0.33869 -1.19517 -3.08964 0.220 -0.035 0.037
S -1.14216 -1.24688 -1.55465 -0.036 0.131 0.116
H 1.23282 -4.11905 -3.42024 0.021 0.050 -0.021
H -0.53592 -4.14238 -3.28178 0.010 0.007 -0.004
H 0.43823 -3.52319 -1.94764 0.010 0.014 -0.017
H 1.40491 -2.58737 -5.43414 -0.016 -0.015 0.012
H 0.69077 0.03943 -5.86607 -0.029 -0.020 -0.010
H -1.52861 1.28394 -5.04960 -0.049 0.070 -0.035
H -1.90291 1.07570 -3.08764 -0.034 -0.057 -0.061
H -1.13897 3.73308 -4.99619 0.006 -0.007 0.007
H 0.58757 5.55873 -3.85755 0.021 -0.012 -0.001
H 2.63895 5.28294 -2.36701 -0.030 -0.011 -0.044
H 3.01237 3.67633 -1.71587 0.004 0.005 -0.019
H 1.77682 4.67674 -0.93710 -0.021 -0.027 -0.011
O -1.10049 -3.10062 7.41981 -0.055 0.019 0.107
C -0.79316 -3.73840 6.21263 0.023 0.007 -0.138
N -1.48121 -3.12557 5.08717 -0.017 -0.148 0.123
C -0.83540 -2.45309 4.10751 0.076 0.108 0.041
O 0.37889 -2.33862 4.04612 -0.080 0.004 0.036
C -1.69133 -1.83131 3.04090 0.007 0.049 -0.056
C -2.93246 -2.29408 2.62392 0.036 0.063 0.052
C -3.56315 -1.65402 1.56841 -0.051 0.016 0.037
C -2.91010 -0.61707 0.92781 -0.060 0.064 0.007
N -1.70136 -0.18487 1.30412 0.190 -0.209 -0.138
C -1.13320 -0.75788 2.36152 -0.139 -0.026 0.092
H -0.64483 -2.25426 7.47252 0.056 -0.008 -0.047
H -1.13012 -4.76741 6.32088 -0.020 0.015 0.018
H 0.26957 -3.72409 5.97728 0.003 0.004 0.003
H -2.48287 -3.05837 5.16644 -0.005 0.035 -0.085
H -3.40110 -3.14585 3.10128 0.003 -0.012 -0.019
H -4.53953 -1.96600 1.22643 0.015 -0.016 -0.011
H -3.35477 -0.11226 0.07883 0.038 -0.017 -0.022
H -0.19304 -0.35470 2.70671 0.084 -0.096 -0.084


# 2
13
Properties=species:S:1:pos:R:3:forces:R:3 method="wB97M-V/def2-TZVPD" total_charge=0 orbital_gap_ev=10.949 smiles=NC(CF)CF
N 0.61094 1.40946 -0.01854 3.177 0.381 2.032
C -0.05791 0.22498 -0.43405 0.592 -0.174 -3.536
C 0.82533 -0.93933 -0.03881 0.993 -1.615 3.755
F 2.25272 -0.51474 0.16130 -1.664 -1.175 -1.580
C -1.38253 0.34430 0.35711 -0.711 1.523 0.705
F -2.41372 -0.61280 -0.09274 1.948 2.018 1.251
H 0.73758 2.16482 -0.62180 -1.194 1.283 -1.752
H 1.64362 1.27145 0.14377 -1.642 -0.562 0.333
H -0.05478 0.10739 -1.59415 -1.239 0.715 1.667
H 0.76746 -2.07104 -0.65495 0.195 3.785 2.147
H 0.57259 -0.82521 1.11235 0.386 -2.142 -1.900
H -1.68422 1.52406 0.28653 -0.026 -3.175 -0.455
H -1.11913 0.33049 1.53557 -0.817 -0.862 -2.665


Looking at LUMO level for the records above, in order, we have -3.117, 0.971 eV.
Looking at energy relative to the best compared isomer or geometry (same formula, charge and spin) for the records above, in order, we have 0.0, 342.6 kJ/mol.